118
Properties=species:S:1:pos:R:3:forces:R:3:lowdin_charge:R:1 method="wB97M-V/def2-TZVPD" charge=-1 de_lowest_kj_mol=160.6 multiplicity=1 e_tot_ha=-5554.53126 gap_ev=5.956
Ba 0.1646 -0.9473 -1.6798 3.53 0.13 -2.87 1.409
C -5.2836 -0.5502 4.1299 0.16 0.10 0.04 -0.051
C -4.0350 0.3373 4.2266 -0.05 0.03 0.17 -0.556
C -3.1451 -0.2192 5.3429 -0.13 0.08 -0.18 -0.063
C -4.4483 1.7666 4.5974 0.05 -0.17 -0.03 -0.047
C -3.3274 0.3213 2.8799 -0.01 0.11 -0.03 -0.181
C -2.0000 -0.0397 2.7294 -0.15 -0.01 -0.06 -0.064
C -1.4609 -0.1890 1.4702 0.18 0.01 -0.24 -0.375
Se 0.3974 -0.6668 1.3640 0.11 -0.16 1.13 0.910
C 1.1722 0.9296 2.0977 -0.13 -0.19 -0.48 -0.390
C 1.2977 1.0430 3.4641 0.04 0.02 0.10 -0.084
C 1.8662 2.1703 4.0284 -0.05 -0.12 0.10 -0.195
C 2.3251 3.1489 3.1448 -0.02 0.00 0.07 0.007
C 2.2228 3.0621 1.7698 0.13 0.23 -0.18 -0.094
C 1.6080 1.9141 1.1794 -0.08 -0.45 0.57 -0.411
O 1.4545 1.7255 -0.0774 -0.08 0.08 -0.89 -0.209
C 2.7780 4.1519 0.8557 0.02 0.14 -0.14 -0.534
C 3.9043 3.5431 0.0092 -0.10 -0.01 0.08 -0.045
C 1.6654 4.6659 -0.0647 -0.04 -0.14 0.01 -0.043
C 3.3454 5.3634 1.6034 -0.08 -0.28 -0.06 -0.074
C 1.9613 2.3700 5.5336 -0.04 0.02 0.15 -0.560
C 1.4106 1.1707 6.3135 0.09 0.17 -0.12 -0.067
C 3.4236 2.5722 5.9543 -0.22 -0.02 -0.04 -0.053
C 1.1386 3.6078 5.9161 0.11 -0.14 0.03 -0.050
C -2.1927 -0.0185 0.2693 -1.03 0.52 2.47 -0.398
O -1.6784 -0.4079 -0.8409 -2.41 0.66 -0.02 -0.637
C -3.4766 0.5721 0.4382 0.27 -0.17 -0.43 -0.090
C -4.0069 0.6684 1.7155 0.11 0.02 0.26 -0.003
C -4.3088 1.1241 -0.7191 -0.30 0.05 -0.10 -0.535
C -5.6004 0.3070 -0.8735 0.14 0.10 0.01 -0.046
C -4.6758 2.5849 -0.4023 0.02 -0.15 -0.04 -0.051
C -3.5773 1.1289 -2.0622 -0.03 -0.08 0.05 -0.063
H -5.7985 -0.6010 5.0881 -0.07 0.01 0.14 0.077
H -5.9773 -0.1644 3.3891 -0.14 0.02 -0.11 0.071
H -4.9960 -1.5557 3.8330 -0.02 -0.16 -0.03 0.090
H -3.7097 -0.2850 6.2732 -0.05 0.03 0.05 0.080
H -2.7925 -1.2163 5.0864 0.08 -0.09 0.04 0.089
H -2.2843 0.4239 5.5167 0.12 0.03 0.03 0.073
H -4.9686 1.7778 5.5547 -0.08 0.02 0.12 0.078
H -3.5719 2.4065 4.6711 0.10 0.09 0.01 0.085
H -5.1088 2.1850 3.8432 -0.11 0.10 -0.10 0.073
H -1.3583 -0.2165 3.5791 -0.03 -0.10 0.07 0.087
H 0.9436 0.2265 4.0718 -0.02 -0.10 0.12 0.085
H 2.7916 4.0288 3.5649 0.04 0.10 0.04 0.091
H 3.5126 2.6797 -0.5133 0.01 -0.14 -0.08 0.045
H 4.2774 4.2600 -0.7243 0.07 0.16 -0.05 0.075
H 4.7266 3.2221 0.6471 0.13 0.00 0.05 0.088
H 1.2286 3.8460 -0.6265 -0.01 -0.03 -0.08 0.070
H 0.8775 5.1147 0.5371 -0.10 0.16 0.03 0.087
H 2.0578 5.4106 -0.7588 0.02 0.13 -0.05 0.076
H 4.1921 5.0853 2.2273 0.14 0.01 0.11 0.077
H 3.6853 6.1028 0.8758 0.02 0.03 0.00 0.078
H 2.5873 5.8255 2.2329 -0.07 0.10 0.07 0.082
H 1.9694 0.2676 6.0753 0.00 -0.13 0.00 0.086
H 1.4981 1.3494 7.3861 0.02 0.05 0.05 0.080
H 0.3589 1.0030 6.0879 -0.09 -0.06 -0.02 0.072
H 4.0189 1.7116 5.6557 0.09 -0.07 -0.02 0.087
H 3.8433 3.4585 5.4863 0.11 0.11 -0.05 0.071
H 3.4934 2.6860 7.0364 0.05 0.05 0.11 0.076
H 0.0992 3.4749 5.6211 -0.10 -0.01 -0.03 0.086
H 1.1772 3.7763 6.9918 0.00 0.06 0.16 0.076
H 1.5206 4.4914 5.4124 0.02 0.16 -0.04 0.073
H -5.0143 1.0482 1.8221 -0.11 0.02 -0.07 0.098
H -6.1991 0.3528 0.0339 -0.08 -0.04 0.08 0.072
H -6.2029 0.6908 -1.6983 -0.04 0.04 -0.08 0.079
H -5.3610 -0.7353 -1.0733 -0.01 -0.13 -0.02 0.088
H -5.2867 2.6614 0.4946 -0.03 0.04 0.07 0.069
H -3.7712 3.1702 -0.2500 0.07 0.09 0.02 0.093
H -5.2362 3.0198 -1.2304 -0.06 0.03 -0.08 0.078
H -3.4082 0.1154 -2.4163 0.03 0.00 -0.07 0.074
H -4.1739 1.6637 -2.8015 -0.12 0.07 -0.04 0.080
H -2.6152 1.6244 -1.9704 0.12 0.07 -0.08 0.087
N 2.7614 0.7053 -2.1822 -0.22 -0.27 0.10 -0.036
N 3.4050 1.6858 -2.9384 0.49 0.38 0.00 -0.085
C 2.7541 2.4778 -3.7986 0.22 -0.23 -0.22 -0.919
N 3.5173 3.4690 -4.3663 0.18 -0.03 0.20 0.066
S 1.1863 2.2834 -4.2907 -0.77 -0.13 0.25 0.607
H 2.3205 1.1225 -1.3340 0.24 0.20 0.08 0.005
H 3.4399 0.0077 -1.8972 0.09 0.08 -0.21 0.095
H 4.3329 1.9941 -2.6480 -0.41 -0.19 0.05 0.144
H 4.3091 3.8245 -3.8519 -0.01 0.01 -0.01 0.087
H 2.9875 4.1531 -4.8802 -0.01 -0.05 0.09 0.074
C 2.1470 1.3160 -7.4838 0.48 0.12 0.09 -0.094
N 1.4269 0.0812 -7.6135 -0.50 -0.31 0.34 -0.169
C 0.2335 -0.0685 -8.4134 -0.10 -0.04 -0.34 -0.129
C -0.4007 -1.3462 -7.8458 -0.33 0.00 -0.10 -0.155
N 0.7186 -1.9595 -7.1584 -0.18 0.04 -0.02 0.001
C 1.6853 -1.0262 -6.8952 0.25 -0.01 -0.33 -0.905
S 3.0117 -1.2790 -5.9617 0.42 -0.04 0.59 0.608
H 1.6354 2.0835 -8.0584 -0.06 0.03 -0.05 0.088
H 3.1708 1.2124 -7.8480 0.01 0.01 -0.05 0.082
H 2.1739 1.6145 -6.4319 0.06 0.01 -0.26 -0.015
H 0.5109 -0.1948 -9.4680 -0.13 0.03 0.02 0.121
H -0.4157 0.8043 -8.3226 0.00 -0.06 -0.02 0.121
H -0.7779 -2.0092 -8.6274 -0.06 0.15 0.04 0.111
H -1.2209 -1.1046 -7.1588 0.05 -0.03 -0.05 0.116
H 0.5578 -2.6773 -6.4701 0.21 0.04 -0.05 0.125
C 0.6847 -10.0023 -1.3685 -0.04 0.07 0.00 -0.067
C 0.6871 -8.5021 -1.2945 0.01 -0.02 -0.01 -0.292
C 1.8412 -7.7668 -1.5045 -0.11 -0.13 0.00 -0.036
C 1.8618 -6.3865 -1.3587 0.22 0.10 -0.12 -0.341
C 3.1572 -5.6648 -1.5815 0.02 0.00 0.00 -0.119
C 0.7057 -5.7038 -0.9798 0.10 0.30 0.33 -0.544
Te 0.8259 -3.7033 -0.2173 0.17 -0.88 0.12 0.638
C -0.4791 -6.4288 -0.8389 -0.28 0.03 -0.04 -0.342
C -1.7757 -5.7646 -0.4807 -0.03 0.01 -0.01 -0.116
C -0.4739 -7.8069 -0.9936 0.13 -0.09 -0.05 -0.039
H 1.6601 -10.3808 -1.6638 0.08 -0.06 -0.03 0.065
H -0.0537 -10.3550 -2.0868 -0.06 -0.10 -0.07 0.071
H 0.4324 -10.4309 -0.3984 -0.01 -0.09 0.05 0.074
H 2.7613 -8.2798 -1.7573 0.07 -0.05 -0.06 0.105
H 3.8549 -6.2932 -2.1352 0.05 -0.02 -0.02 0.067
H 3.6089 -5.4036 -0.6230 0.05 0.14 -0.02 0.068
H 2.9862 -4.7398 -2.1345 0.10 0.00 0.07 0.045
H -1.8292 -4.7579 -0.8970 -0.04 -0.05 0.10 0.029
H -1.8640 -5.6825 0.6043 -0.07 0.15 0.02 0.079
H -2.6133 -6.3542 -0.8531 -0.08 -0.04 0.03 0.068
H -1.3951 -8.3556 -0.8395 -0.12 -0.05 -0.02 0.111